1.
The following is a DFT calculation (wB97M-V/def2-TZVPD) of a gas-phase ion, C3H4N3S2 (charge -1) in a non-equilibrium geometry.

Each line ends with the Mulliken charge.
Geometry (Å):
C -2.609 0.382 -0.090  0.40
C 0.975 0.622 0.614  -0.28
C 1.592 0.027 -0.612  -0.36
N -1.980 -0.647 -0.195  -0.33
N 0.170 0.270 -0.499  -0.37
N -0.710 -0.984 -0.331  0.21
S 0.015 -2.321 0.477  -0.62
S -3.624 1.525 0.169  -0.48
H 1.256 1.723 1.021  0.18
H 1.004 -0.139 1.387  0.23
H 2.028 0.566 -1.532  0.21
H 1.885 -1.024 -0.409  0.19

Calculated values
energy above the lowest of the compared OMol25 structures with the same formula, charge and spin: 0.753 eV
charge: -1
energy: -29313.251 eV
molecular weight: 146.22 g mol⁻¹
SMILES string: S=C=NN([S-])N1CC1
E_LUMO: 3.27 eV
maximum force: 3.4 eV/A
multiplicity: 1
HOMO: -2.52 eV


2.
The following is a DFT calculation (wB97M-V/def2-TZVPD) of a single C3H4N4 molecule in a non-equilibrium geometry.

Each line ends with the Mulliken charge.
Geometry (Å):
C -0.926 0.690 1.222  0.65
C -0.542 0.296 2.405  -1.00
C 0.072 -0.088 -2.383  -0.25
N -1.445 1.303 0.304  -0.04
N -2.454 1.091 -0.601  -0.27
N -2.170 0.485 -1.665  -0.23
N -1.106 -0.157 -1.885  0.11
H -1.057 0.292 3.292  0.32
H 0.459 -0.163 2.371  0.18
H 0.675 0.802 -2.386  0.27
H 0.616 -0.973 -2.148  0.25

Calculated values
energy above the lowest of the compared OMol25 structures with the same formula, charge and spin: 6.813 eV
energy: -9130.045 eV
molecular weight: 96.09 g mol⁻¹
SMILES string: C=C=N/N=N\N=C
E_LUMO: 0.23 eV
maximum force: 4.1 eV/A
multiplicity: 1
HOMO: -8.73 eV


3.
The following is a DFT calculation (wB97M-V/def2-TZVPD) of 2 unconnected molecules or ions with the total composition C3H4N4 in a non-equilibrium geometry.

Each line ends with the Mulliken charge.
Geometry (Å):
N -0.162 -0.107 -2.121  -0.27
C 0.155 0.211 -0.874  -0.65
C -0.873 0.652 -0.006  0.02
N -0.492 0.660 1.267  -0.04
C -0.005 0.336 2.295  -0.05
N 1.622 -1.343 1.446  -0.08
N 1.546 -1.552 0.363  -0.02
H -1.094 -0.114 -2.531  0.20
H 0.575 -0.446 -2.723  0.23
H -1.888 1.000 -0.208  0.37
H 0.616 0.703 3.092  0.29

Calculated values
energy above the lowest of the compared OMol25 structures with the same formula, charge and spin: 4.460 eV
energy: -9132.398 eV
molecular weight: 96.09 g mol⁻¹
E_LUMO (alpha / beta): 0.66 / 0.66 eV
maximum force: 2.0 eV/A
multiplicity: 1
HOMO (alpha / beta): -7.48 / -7.48 eV


4.
The following is a DFT calculation (wB97M-V/def2-TZVPD) of a single C3H4N4 molecule in a non-equilibrium geometry.

Each line ends with the Mulliken charge.
Geometry (Å):
C -0.376 -0.952 -0.892  -0.08
C 0.916 -0.910 -0.465  -0.30
C 0.065 1.296 1.118  0.14
H -2.323 -0.015 -0.486  0.34
H -0.860 -1.839 -1.231  0.34
H 1.810 -1.629 -0.747  0.31
H 0.035 1.665 2.032  0.45
N -1.181 0.177 -0.575  -0.28
N 1.739 0.258 0.022  -0.12
N 1.221 1.159 0.507  -0.33
N -1.047 0.790 0.718  -0.47

Calculated values
energy above the lowest of the compared OMol25 structures with the same formula, charge and spin: 6.624 eV
energy: -9130.234 eV
molecular weight: 96.09 g mol⁻¹
SMILES string: C1=CNN=CN=N1
E_LUMO: -0.43 eV
maximum force: 8.4 eV/A
multiplicity: 1
HOMO: -8.21 eV


5.
The following is a DFT calculation (wB97M-V/def2-TZVPD) of a single C3H4N4 molecule.

Each line ends with the Mulliken charge.
Geometry (Å):
N 1.795 -0.416 -0.715  -0.57
C 0.539 0.112 -0.525  0.49
C 0.162 1.048 0.465  -0.09
N -0.981 0.801 1.068  -0.46
C -1.756 -0.150 0.537  -0.05
N -1.621 -0.602 -0.703  -0.36
N -0.422 -0.466 -1.240  -0.31
H 2.425 -0.241 0.055  0.25
H 1.657 -1.412 -0.847  0.30
H 0.748 1.916 0.773  0.41
H -2.546 -0.590 1.133  0.39

Calculated values
energy above the lowest of the compared OMol25 structures with the same formula, charge and spin: 2.390 eV
energy: -9134.467 eV
molecular weight: 96.09 g mol⁻¹
SMILES string: Nc1cncnn1
E_LUMO: 0.32 eV
maximum force: 0.6 eV/A
multiplicity: 1
HOMO: -9.14 eV


6.
The following is a DFT calculation (wB97M-V/def2-TZVPD) of a molecular structure, C3H4N4O in a non-equilibrium geometry.

Each line ends with the Mulliken charge.
Geometry (Å):
C 1.317 0.213 -0.987  0.57
C 0.296 -0.963 0.234  -0.02
C -1.636 0.164 0.840  0.21
H 3.049 -0.467 -1.388  0.46
H 0.068 -1.698 1.078  0.21
H -1.697 -0.777 1.559  0.14
H -2.584 2.091 0.437  0.30
N 1.461 -1.019 -0.328  -0.56
N -0.488 -0.032 -0.049  0.44
N -2.604 1.033 0.933  -0.53
N 0.249 0.903 -0.881  -0.69
O 2.570 0.551 -1.447  -0.52

Calculated values
energy above the lowest of the compared OMol25 structures with the same formula, charge and spin: 3.600 eV
energy: -11180.370 eV
molecular weight: 112.09 g mol⁻¹
E_LUMO: 0.64 eV
maximum force: 9.1 eV/A
multiplicity: 1
HOMO: -10.10 eV


7.
The following is a DFT calculation (wB97M-V/def2-TZVPD) of a molecular structure, C3H4N4O in a non-equilibrium geometry.

Each line ends with the Mulliken charge.
Geometry (Å):
C 1.095 -0.191 -0.055  0.16
C -0.412 -0.230 0.038  0.51
C -2.409 -0.624 -0.051  0.17
H 2.638 1.085 -0.070  0.19
H 1.068 1.848 -0.235  0.24
H 2.704 -1.115 0.300  0.19
H -3.435 -0.943 -0.126  0.42
N 1.622 1.035 -0.165  -0.36
N 1.704 -1.292 0.217  -0.61
N -1.278 -1.277 -0.174  -0.47
N -0.982 0.989 0.194  -0.31
O -2.314 0.715 0.126  -0.14

Calculated values
energy above the lowest of the compared OMol25 structures with the same formula, charge and spin: 1.831 eV
energy: -11182.138 eV
molecular weight: 112.09 g mol⁻¹
E_LUMO: 0.65 eV
maximum force: 3.0 eV/A
multiplicity: 1
HOMO: -9.48 eV


8.
The following is a DFT calculation (wB97M-V/def2-TZVPD) of a single C3H4N4O molecule in a non-equilibrium geometry.

Each line ends with the Mulliken charge.
Geometry (Å):
C 2.376 -0.038 -0.009  0.08
C 0.037 -0.307 -0.163  0.36
C -2.188 -0.116 -0.124  0.12
H 3.241 -0.773 0.101  0.27
H 1.161 -1.831 0.018  0.26
H -3.310 -0.325 0.279  0.27
H -2.023 2.052 0.298  0.31
N 1.303 -0.878 0.130  -0.14
N -1.182 -0.940 -0.271  -0.65
N -1.581 1.047 -0.040  0.03
N -0.235 1.005 0.024  -0.50
O 2.400 1.103 -0.243  -0.42

Calculated values
energy above the lowest of the compared OMol25 structures with the same formula, charge and spin: 2.367 eV
energy: -11181.602 eV
molecular weight: 112.09 g mol⁻¹
SMILES string: O=CNc1nc[nH]n1
E_LUMO: 0.80 eV
maximum force: 7.2 eV/A
multiplicity: 1
HOMO: -9.34 eV


9.
The following is a DFT calculation (wB97M-V/def2-TZVPD) of a single C3H4N4O molecule in a non-equilibrium geometry.

Each line ends with the Mulliken charge.
Geometry (Å):
C -0.612 -0.555 1.565  0.12
C -0.787 1.141 -1.093  0.15
C 0.703 -0.677 -1.253  0.12
H 1.543 -0.064 1.981  0.29
H -0.723 -1.347 2.394  0.31
H -0.433 2.099 -1.687  0.33
H 1.345 -0.809 -2.213  0.30
N 0.723 -0.114 1.122  -0.34
N -1.511 0.056 0.967  -0.34
N -1.189 1.061 0.159  -0.26
N 1.261 -0.897 -0.150  -0.35
O -0.319 0.106 -1.793  -0.34

Calculated values
energy above the lowest of the compared OMol25 structures with the same formula, charge and spin: 6.240 eV
energy: -11177.729 eV
molecular weight: 112.09 g mol⁻¹
SMILES string: c1nncocn[nH]1
E_LUMO: 0.70 eV
maximum force: 4.8 eV/A
multiplicity: 1
HOMO: -9.07 eV


10.
The following is a DFT calculation (wB97M-V/def2-TZVPD) of a single C3H4N4O molecule in a non-equilibrium geometry.

Each line ends with the Mulliken charge.
Geometry (Å):
C -1.470 -0.273 -0.118  -0.29
C -0.604 0.928 0.251  -0.44
C 0.608 -0.807 -0.249  0.55
H -2.136 -0.526 0.752  0.29
H -1.978 -0.374 -1.265  0.26
H -0.797 2.006 0.092  0.32
H -0.207 0.688 1.429  0.21
N 0.576 0.507 -0.527  -0.01
N 2.665 -0.389 0.081  -0.02
N 1.980 -1.326 0.071  -0.07
N -0.570 -1.461 -0.216  -0.54
O 1.935 1.027 -0.301  -0.26

Calculated values
energy above the lowest of the compared OMol25 structures with the same formula, charge and spin: 6.668 eV
energy: -11177.301 eV
molecular weight: 112.09 g mol⁻¹
SMILES string: C1CN2ON=NC2=N1
E_LUMO: -0.22 eV
maximum force: 6.1 eV/A
multiplicity: 1
HOMO: -9.18 eV